Entry 1:
Molecular formula: C11HCl2N4O2
Method: DFT, ωB97M-V with the def2-TZVPD basis set

Geometry as XYZ:
```
20
Properties=species:S:1:pos:R:3
N -2.59 -1.56 1.15
C -1.58 -0.99 1.03
C -0.36 -0.27 0.89
C -0.35 1.09 0.93
C -1.57 1.83 0.85
N -2.56 2.45 0.80
C 0.90 1.87 1.03
O 0.87 3.10 1.12
C 2.16 1.08 1.03
Cl 3.60 1.98 1.17
C 2.15 -0.29 0.96
Cl 3.58 -1.21 0.96
C 0.88 -1.07 0.87
O 0.85 -2.29 0.78
C -1.17 -0.76 -1.85
C -1.41 -2.10 -2.15
N -1.66 -3.22 -2.38
C -0.26 -0.05 -2.61
N 0.48 0.61 -3.24
H -1.97 -0.19 -1.35
```

Calculated values
* lowest unoccupied orbital energy: -0.10 eV
* HOMO-LUMO gap: 4.412 eV
* net charge: -1
* highest occupied orbital energy: -4.507 eV

Entry 2:
Molecular formula: C126H105N21O42
Method: DFT, ωB97M-V with the def2-TZVPD basis set

Geometry as XYZ:
```
294
Properties=species:S:1:pos:R:3
C 8.61 -6.91 4.94
C 7.57 -7.24 4.12
C 6.31 -6.66 4.22
C 6.08 -5.67 5.23
C 7.17 -5.48 6.12
C 8.39 -6.20 6.10
N 4.82 -4.90 5.31
O 5.01 -3.71 5.28
O 3.79 -5.49 5.35
H 9.54 -7.46 4.85
H 7.65 -7.96 3.32
H 5.49 -7.01 3.61
H 7.09 -4.87 7.01
H 9.13 -5.98 6.86
C 2.00 4.81 -9.07
C 3.22 4.11 -9.02
C 4.09 4.18 -7.89
C 3.60 4.76 -6.74
C 2.29 5.30 -6.70
C 1.54 5.32 -7.88
N 4.31 4.58 -5.48
O 5.42 4.10 -5.44
O 3.63 4.83 -4.51
H 1.38 4.81 -9.95
H 3.45 3.85 -10.04
H 5.07 3.72 -7.90
H 1.83 5.62 -5.78
H 0.54 5.72 -7.95
C -6.97 3.29 2.30
C -8.23 3.84 2.48
C -9.36 3.34 1.84
C -9.13 2.34 0.85
C -7.89 1.82 0.68
C -6.81 2.28 1.35
N -10.37 1.92 0.13
O -11.47 2.20 0.68
O -10.24 1.13 -0.76
H -6.17 3.78 2.83
H -8.46 4.50 3.29
H -10.29 3.79 2.13
H -7.70 0.91 0.14
H -5.83 1.97 1.01
C 7.45 1.42 -7.17
C 8.47 0.88 -6.47
C 8.27 -0.04 -5.50
C 6.94 -0.46 -5.21
C 5.88 0.11 -5.98
C 6.16 1.15 -6.86
N 6.63 -1.44 -4.17
O 7.54 -2.13 -3.84
O 5.62 -1.24 -3.52
H 7.60 2.34 -7.72
H 9.52 1.03 -6.65
H 9.05 -0.59 -5.00
H 4.88 -0.24 -5.80
H 5.30 1.50 -7.40
C 2.10 1.72 -5.48
C 1.89 1.68 -6.86
C 2.06 0.49 -7.52
C 2.42 -0.71 -6.86
C 2.52 -0.71 -5.46
C 2.32 0.54 -4.79
N 2.73 -1.94 -7.61
O 3.70 -2.52 -7.28
O 1.96 -2.29 -8.49
H 1.78 2.65 -5.03
H 1.54 2.63 -7.24
H 1.89 0.44 -8.59
H 2.91 -1.54 -4.89
H 2.40 0.48 -3.71
C -1.21 -1.16 5.01
C -2.10 -0.23 4.45
C -3.06 0.41 5.20
C -3.12 0.15 6.49
C -2.30 -0.76 7.11
C -1.29 -1.34 6.40
N -4.25 0.67 7.30
O -4.21 0.38 8.42
O -5.21 1.24 6.76
H -0.45 -1.73 4.49
H -2.01 -0.04 3.39
H -3.72 1.11 4.71
H -2.37 -0.86 8.19
H -0.48 -1.94 6.79
C -1.17 -3.52 -4.03
C -2.38 -3.32 -3.45
C -2.73 -2.03 -3.06
C -1.97 -0.98 -3.64
C -0.80 -1.20 -4.41
C -0.46 -2.47 -4.60
N -2.49 0.44 -3.50
O -3.69 0.51 -3.33
O -1.67 1.36 -3.28
H -0.94 -4.57 -4.20
H -3.05 -4.16 -3.32
H -3.62 -1.79 -2.50
H -0.39 -0.49 -5.10
H 0.43 -2.80 -5.12
C -10.07 -2.59 -5.00
C -10.27 -1.51 -4.13
C -9.25 -1.09 -3.27
C -8.17 -1.91 -3.18
C -8.10 -3.05 -3.97
C -8.97 -3.41 -4.93
N -7.04 -1.55 -2.27
O -5.93 -2.02 -2.65
O -7.26 -0.63 -1.49
H -10.80 -2.83 -5.76
H -11.10 -0.84 -4.26
H -9.30 -0.14 -2.77
H -7.24 -3.69 -3.83
H -8.80 -4.24 -5.60
C -2.64 9.23 -3.75
C -3.21 7.93 -3.44
C -2.45 6.78 -3.60
C -1.12 6.82 -4.08
C -0.59 8.11 -4.49
C -1.30 9.25 -4.24
N -0.32 5.54 -4.17
O 0.70 5.50 -3.46
O -0.82 4.58 -4.80
H -3.14 10.13 -3.41
H -4.22 7.80 -3.08
H -2.73 5.78 -3.31
H 0.29 8.27 -5.09
H -1.01 10.19 -4.68
C 2.03 -7.99 1.40
C 2.96 -7.24 0.87
C 3.31 -5.98 1.40
C 2.56 -5.42 2.46
C 1.54 -6.21 2.91
C 1.21 -7.47 2.41
N 2.73 -4.02 2.93
O 2.05 -3.63 3.91
O 3.68 -3.37 2.35
H 1.93 -9.02 1.08
H 3.66 -7.57 0.11
H 4.16 -5.50 0.92
H 0.95 -5.88 3.75
H 0.40 -7.98 2.92
C 0.44 5.49 2.23
C 0.00 6.20 3.37
C -0.24 5.54 4.61
C 0.04 4.10 4.68
C 0.41 3.44 3.52
C 0.63 4.11 2.31
N -0.12 3.31 5.94
O -0.63 3.87 6.97
O 0.15 2.12 5.91
H 0.63 5.95 1.27
H -0.07 7.28 3.43
H -0.65 6.03 5.48
H 0.55 2.38 3.42
H 0.84 3.53 1.43
C -5.07 -5.20 7.37
C -4.28 -4.34 6.67
C -3.61 -4.85 5.50
C -3.66 -6.20 5.21
C -4.46 -7.06 6.00
C -5.21 -6.55 7.10
N -2.83 -6.67 4.08
O -2.67 -7.92 3.97
O -2.46 -5.88 3.23
H -5.61 -4.69 8.15
H -4.32 -3.30 6.98
H -3.14 -4.09 4.90
H -4.60 -8.11 5.76
H -5.82 -7.25 7.64
C 3.59 -1.14 6.36
C 4.53 -0.43 5.54
C 4.65 0.94 5.67
C 3.73 1.72 6.52
C 2.72 0.99 7.18
C 2.64 -0.41 7.07
N 3.95 3.18 6.72
O 5.00 3.69 6.60
O 2.97 3.89 6.85
H 3.47 -2.20 6.22
H 5.21 -0.94 4.88
H 5.36 1.50 5.09
H 2.00 1.55 7.75
H 1.81 -0.88 7.57
C -3.96 -5.09 0.25
C -4.63 -4.46 -0.76
C -5.62 -5.06 -1.45
C -6.05 -6.36 -1.10
C -5.44 -6.97 -0.03
C -4.29 -6.41 0.62
N -7.06 -7.13 -1.85
O -7.39 -8.23 -1.48
O -7.49 -6.58 -2.81
H -3.15 -4.69 0.83
H -4.42 -3.45 -1.07
H -6.16 -4.66 -2.30
H -5.62 -7.96 0.37
H -3.79 -6.82 1.48
C 6.72 -3.73 0.54
C 6.51 -2.83 -0.54
C 6.44 -1.52 -0.22
C 6.47 -1.05 1.10
C 6.71 -1.95 2.10
C 6.74 -3.34 1.88
N 6.22 0.39 1.44
O 6.27 0.68 2.61
O 5.64 1.18 0.62
H 6.87 -4.79 0.41
H 6.69 -3.22 -1.53
H 6.42 -0.81 -1.04
H 6.64 -1.62 3.13
H 6.94 -4.01 2.72
C -5.67 4.25 -2.72
C -5.09 5.23 -1.95
C -4.20 4.94 -0.96
C -3.91 3.60 -0.65
C -4.50 2.66 -1.44
C -5.33 2.93 -2.51
N -2.96 3.19 0.43
O -2.00 3.94 0.70
O -3.16 2.20 1.15
H -6.51 4.36 -3.39
H -5.37 6.26 -2.10
H -3.80 5.76 -0.37
H -4.31 1.62 -1.21
H -5.86 2.07 -2.90
C 2.20 -3.80 -1.70
C 1.96 -5.14 -1.66
C 2.49 -6.00 -2.65
C 3.13 -5.56 -3.76
C 3.51 -4.19 -3.79
C 2.97 -3.33 -2.75
N 3.38 -6.43 -4.98
O 2.56 -7.30 -5.10
O 4.18 -6.01 -5.85
H 1.64 -3.18 -1.01
H 1.34 -5.52 -0.85
H 2.29 -7.06 -2.75
H 4.04 -3.58 -4.52
H 3.05 -2.25 -2.72
C -6.06 -0.50 3.68
C -7.43 -0.69 3.94
C -8.35 -1.40 3.15
C -7.80 -1.86 1.93
C -6.39 -1.65 1.61
C -5.50 -1.05 2.49
N -8.82 -2.47 0.97
O -8.43 -3.36 0.16
O -9.96 -2.07 1.02
H -5.47 0.13 4.32
H -7.90 -0.22 4.79
H -9.41 -1.53 3.34
H -6.05 -1.98 0.64
H -4.50 -1.13 2.09
C 5.32 4.12 3.27
C 4.49 5.00 3.82
C 4.60 6.41 3.58
C 5.66 6.83 2.71
C 6.44 5.91 2.13
C 6.29 4.57 2.37
N 5.90 8.26 2.53
O 5.85 8.93 3.57
O 6.39 8.64 1.44
H 5.25 3.06 3.47
H 3.82 4.78 4.64
H 3.85 6.99 4.11
H 7.26 6.37 1.60
H 7.00 3.86 1.97
C 3.44 8.33 -2.02
C 2.34 7.73 -1.49
C 2.40 6.53 -0.88
C 3.61 5.83 -0.91
C 4.74 6.40 -1.51
C 4.64 7.60 -2.27
N 3.62 4.46 -0.34
O 2.58 4.00 0.04
O 4.64 3.81 -0.33
H 3.39 9.36 -2.33
H 1.41 8.28 -1.51
H 1.54 6.07 -0.43
H 5.54 5.68 -1.52
H 5.44 7.98 -2.89
C 2.30 0.50 0.28
C 1.29 1.03 -0.54
C -0.01 0.68 -0.22
C -0.28 -0.50 0.57
C 0.80 -1.02 1.24
C 2.06 -0.55 1.11
N -1.70 -1.09 0.71
O -2.47 -0.86 -0.19
O -2.04 -1.74 1.69
H 3.28 0.86 0.03
H 1.41 1.90 -1.17
H -0.81 1.23 -0.70
H 0.56 -1.78 1.97
H 2.84 -1.10 1.61
```

Calculated values
* lowest unoccupied orbital energy: -1.29 eV
* HOMO-LUMO gap: 7.907 eV
* net charge: 0
* energy relative to the best compared isomer or geometry (same formula, charge and spin): 637.54 kJ/mol
* highest occupied orbital energy: -9.196 eV

Entry 3:
Molecular formula: C12H10BIO3
Method: DFT, ωB97M-V with the def2-TZVPD basis set

Geometry as XYZ:
```
27
Properties=species:S:1:pos:R:3
O 1.08 3.08 3.42
B -0.28 2.79 3.21
O -1.24 3.48 3.94
C -0.60 1.67 2.18
C -0.25 1.72 0.85
C -0.46 0.62 -0.01
O 0.15 0.55 -1.27
C 0.54 -0.65 -1.97
C -0.50 -1.40 -2.52
C -0.16 -2.46 -3.27
C 1.10 -2.75 -3.72
C 2.16 -2.05 -3.10
C 1.88 -1.05 -2.18
C -1.17 -0.40 0.49
C -1.62 -0.45 1.75
C -1.20 0.53 2.65
I -1.60 0.25 4.80
H 1.69 2.62 2.77
H -0.88 4.21 4.47
H 0.22 2.66 0.47
H -1.51 -1.16 -2.17
H -1.02 -3.11 -3.55
H 1.32 -3.47 -4.50
H 3.20 -2.24 -3.19
H 2.58 -0.50 -1.59
H -1.39 -1.21 -0.18
H -2.05 -1.30 2.22
```

Calculated values
* lowest unoccupied orbital energy: 0.44 eV
* HOMO-LUMO gap: 9.060 eV
* SMILES: OB(O)c1cc(Oc2ccccc2)ccc1I
* net charge: 0
* energy relative to the best compared isomer or geometry (same formula, charge and spin): 0.00 kJ/mol
* highest occupied orbital energy: -8.622 eV

Entry 4:
Molecular formula: C12H10N2
Method: DFT, ωB97M-V with the def2-TZVPD basis set

Geometry as XYZ:
```
24
Properties=species:S:1:pos:R:3
C 3.78 -1.02 0.35
C 2.76 1.02 -0.11
C 1.73 1.85 -0.12
C 0.31 1.33 0.10
C -1.82 0.97 0.21
C -3.13 1.14 0.04
C -4.03 0.21 0.17
C -3.51 -1.14 -0.02
C -2.18 -1.36 -0.14
C -1.28 -0.28 0.04
C 0.20 -0.13 0.09
C 1.20 -0.98 -0.20
H 4.32 -0.91 -0.69
H 4.41 -0.61 1.11
H 3.53 -2.17 0.44
H 3.80 1.38 -0.17
H 1.97 3.04 -0.77
H -3.61 2.07 -0.37
H -5.20 0.19 0.40
H -4.27 -2.01 0.20
H -1.69 -2.31 -0.59
H 1.12 -2.00 -0.27
N 2.44 -0.34 0.10
N -0.84 2.06 0.21
```

Calculated values
* lowest unoccupied orbital energy: -0.06 eV
* HOMO-LUMO gap: 7.682 eV
* net charge: 0
* energy relative to the best compared isomer or geometry (same formula, charge and spin): 420.56 kJ/mol
* highest occupied orbital energy: -7.738 eV

Entry 5:
Molecular formula: C12H10N5O4PtSSe
Method: DFT, ωB97M-V with the def2-TZVPD basis set

Geometry as XYZ:
```
34
Properties=species:S:1:pos:R:3
Pt 1.78 -1.41 1.82
N -4.10 -0.66 -3.33
C -2.82 -0.57 -2.77
C -2.26 -1.66 -2.11
C -0.98 -1.59 -1.59
C -0.25 -0.41 -1.72
C -0.80 0.69 -2.37
C -2.08 0.60 -2.89
S 1.33 -0.30 -0.97
O 1.89 -1.63 -0.96
O 2.07 0.74 -1.64
N 1.01 0.05 0.61
C 0.93 1.38 0.98
N 1.24 1.66 2.25
C 1.12 2.93 2.62
C 0.71 3.93 1.76
C 0.38 3.52 0.48
N 0.46 2.26 0.08
H -4.69 -1.36 -2.91
H -4.57 0.22 -3.44
H -2.83 -2.58 -2.01
H -0.54 -2.43 -1.07
H -0.22 1.59 -2.44
H -2.51 1.46 -3.40
H 1.38 3.15 3.65
H 0.63 4.96 2.07
H 0.01 4.22 -0.26
Se -0.28 -1.54 3.02
C -0.68 -3.35 2.91
N -0.99 -4.46 2.86
O 2.76 -2.80 2.90
C 3.95 -2.36 2.70
O 4.17 -1.36 2.00
H 4.77 -2.90 3.19
```

Calculated values
* lowest unoccupied orbital energy: 2.75 eV
* HOMO-LUMO gap: 7.621 eV
* net charge: -1
* energy relative to the best compared isomer or geometry (same formula, charge and spin): 92.42 kJ/mol
* highest occupied orbital energy: -4.872 eV

Entry 6:
Molecular formula: C12H10OS2
Method: DFT, ωB97M-V with the def2-TZVPD basis set

Geometry as XYZ:
```
25
Properties=species:S:1:pos:R:3
C -0.03 -3.49 -0.22
C -0.19 -2.74 -1.32
C -0.14 -2.88 1.02
C -2.05 2.76 0.43
C -0.95 3.49 0.03
C -0.47 -1.37 -1.23
C -0.49 -1.58 1.19
C -1.95 1.39 0.39
C 0.25 2.84 -0.37
C -0.63 -0.84 0.02
C -0.81 0.67 0.00
C 0.19 1.51 -0.35
O 3.14 1.50 0.92
S 3.55 -1.38 0.58
S 2.93 0.37 -0.04
H 0.43 -4.49 -0.31
H -0.20 -3.14 -2.39
H 0.18 -3.40 1.91
H -2.97 3.32 0.61
H -1.17 4.63 0.00
H -0.59 -0.79 -2.08
H -0.30 -1.28 2.17
H -2.81 0.81 0.83
H 1.06 3.31 -0.70
H 4.04 0.79 -1.10
```

Calculated values
* lowest unoccupied orbital energy (alpha / beta): -0.01 / -2.94 eV
* multiplicity: 3
* HOMO-LUMO gap (alpha / beta): 8.441 / 6.190 eV
* net charge: 0
* highest occupied orbital energy (alpha / beta): -8.454 / -9.133 eV